Record 1
Density functional theory data (wB97M-V/def2-TZVPD) for a cluster of 10 separate species, C57H44O19 in total.

XYZ file:
```
120
Properties=species:S:1:pos:R:3:forces:R:3
O -3.497667 2.069733 6.676767 0.145 -0.332 0.000
C -3.492667 1.717733 5.521767 1.132 0.370 -1.735
C -2.204667 1.435733 4.730767 -1.100 -1.399 -5.720
C -2.295667 1.196733 3.227767 3.824 1.914 5.613
C -3.540667 1.167733 2.487767 -1.775 0.466 3.647
O -3.622667 0.875733 1.346767 -2.114 -1.546 0.957
C -4.799667 1.377733 3.294767 1.435 1.141 5.827
C -4.744667 1.676733 4.712767 -0.463 -0.868 -3.544
H -1.219667 1.340733 5.206767 -0.574 0.403 -0.113
H -1.279667 1.277733 2.633767 -2.225 -0.528 1.351
H -5.728667 1.085733 2.893767 -0.956 0.160 -0.805
H -5.610667 1.866733 5.379767 0.243 -0.389 -0.952
O 3.054333 -0.261267 -2.703233 -1.372 0.390 -0.183
C 3.675333 -1.169267 -3.177233 -0.750 -3.109 -1.109
C 3.241333 -2.705267 -2.974233 10.010 -0.364 -5.581
C 4.165333 -3.761267 -3.459233 -5.037 1.895 1.516
C 5.397333 -3.562267 -4.224233 0.911 0.687 -0.754
O 6.056333 -4.475267 -4.730233 -1.139 1.536 0.974
C 5.805333 -2.106267 -4.383233 -6.042 4.249 2.881
C 4.909333 -0.920267 -3.943233 4.853 -4.288 -2.159
H 2.481333 -2.891267 -2.414233 -4.971 -1.245 3.226
H 3.795333 -4.824267 -3.443233 0.542 1.168 0.402
H 6.716333 -1.866267 -4.780233 2.203 0.410 -1.142
H 5.307333 0.155733 -4.055233 -0.820 -1.927 0.073
O -0.048667 -3.588267 2.083767 0.365 -0.166 3.711
C 0.685333 -2.961267 2.873767 2.409 -4.077 0.957
C 0.719333 -3.183267 4.441767 4.953 3.875 -0.962
C 1.870333 -2.635267 5.152767 -6.389 -2.599 3.234
C 3.082333 -2.030267 4.650767 1.457 0.934 -1.774
O 4.044333 -1.540267 5.239767 -1.723 -0.880 0.099
C 3.109333 -2.081267 3.162767 -1.127 -1.308 -3.500
C 2.037333 -2.576267 2.327767 3.208 2.695 3.164
H -0.005667 -3.704267 4.988767 -1.174 -0.438 0.455
H 1.606333 -2.711267 6.363767 1.512 0.171 -3.234
H 4.143333 -1.814267 2.674767 -2.273 -0.522 0.996
H 2.202333 -2.486267 1.212767 -0.273 -1.259 2.092
O -1.264667 -1.481267 -4.869233 -0.559 1.458 1.584
C -1.206667 -0.387267 -4.282233 1.761 -0.907 -2.827
C -2.395667 0.303733 -3.710233 2.023 5.920 2.179
C -1.992667 1.801733 -3.238233 -10.371 -7.807 0.145
C -0.780667 2.348733 -3.210233 7.167 -0.213 -2.094
O -0.568667 3.414733 -2.718233 0.023 2.459 1.377
C 0.409333 1.647733 -3.869233 -6.113 -7.591 -2.077
C 0.209333 0.327733 -4.455233 -1.253 3.202 2.362
H -3.427667 -0.224267 -3.631233 2.033 1.335 -0.107
H -2.791667 2.456733 -2.635233 1.650 -1.658 -1.697
H 1.346333 1.901733 -3.931233 4.823 2.628 0.067
H 0.972333 -0.299267 -5.036233 -1.198 1.142 1.138
O 3.507333 2.035733 4.688767 -0.215 0.642 -0.236
C 3.087333 2.658733 3.729767 0.502 0.324 -0.829
C 3.352333 4.104733 3.486767 1.026 3.957 -2.959
C 2.960333 4.806733 2.100767 2.289 -3.324 7.559
C 2.145333 4.007733 1.160767 0.414 2.055 0.453
O 1.807333 4.519733 0.111767 -0.039 -0.338 -0.575
C 1.684333 2.712733 1.568767 1.433 -5.187 2.864
C 2.317333 1.990733 2.674767 -4.219 1.567 -2.841
H 4.104333 4.557733 4.423767 -2.468 -0.853 -3.207
H 3.273333 5.849733 1.990767 -0.283 -0.567 -0.366
H 0.955333 2.126733 0.850767 2.332 1.880 2.916
H 1.867333 1.034733 3.047767 0.655 0.539 -0.915
O 4.972333 1.794733 -0.105233 -1.433 4.920 -1.421
C 5.278333 0.693733 0.084767 0.088 -5.204 -0.090
C 5.042333 -0.444267 -0.942233 4.685 -5.267 3.303
C 5.602333 -1.815267 -0.527233 -4.161 7.137 -2.337
C 6.008333 -2.180267 0.768767 2.807 0.162 1.697
O 6.269333 -3.320267 1.126767 -0.799 -0.140 -0.381
C 6.444333 -1.081267 1.622767 -3.570 6.674 2.883
C 5.816333 0.323733 1.388767 4.258 -5.326 2.903
H 4.834333 -0.305267 -1.994233 0.537 0.750 1.538
H 5.428333 -2.635267 -1.109233 -0.232 -1.847 -2.109
H 6.764333 -1.302267 2.733767 -0.296 0.366 -2.548
H 5.963333 1.154733 2.183767 -0.348 -1.584 -1.563
O -6.312667 -0.918267 1.424767 -0.346 0.284 -0.540
C -6.453667 -0.633267 0.250767 0.563 -0.257 -1.893
C -7.320667 -1.425267 -0.690233 -2.730 -1.252 -4.697
C -7.461667 -1.118267 -2.278233 -0.267 -3.128 8.928
C -6.646667 -0.011267 -2.757233 -0.171 -0.027 3.287
O -6.740667 0.284733 -3.877233 -0.054 1.313 -5.493
C -5.856667 0.866733 -1.851233 3.981 -1.091 5.161
C -5.655667 0.451733 -0.430233 -2.588 2.103 -5.035
H -7.975667 -2.323267 -0.108233 1.859 2.604 -2.034
H -8.205667 -1.774267 -2.839233 1.439 1.331 0.513
H -5.003667 1.661733 -2.309233 -3.051 -2.141 1.179
H -5.213667 1.134733 0.246767 0.810 0.210 0.085
O -3.427667 7.209733 -2.267233 1.471 -1.111 1.483
C -2.811667 6.422733 -1.521233 -0.767 0.649 -2.177
C -1.307667 6.460733 -1.344233 -0.113 -1.938 5.097
C -0.872667 5.599733 -0.139233 -0.564 5.353 -5.638
C -1.642667 4.637733 0.648767 -1.912 0.387 -2.309
O -1.211667 4.042733 1.595767 0.499 -0.494 0.882
C -3.032667 4.438733 0.096767 -2.344 3.204 -3.589
C -3.618667 5.319733 -0.896233 1.786 -2.396 2.622
H -0.746667 7.387733 -1.824233 -0.909 -2.490 1.209
H 0.097333 5.917733 0.137767 0.891 -0.486 0.640
H -3.686667 3.641733 0.363767 0.051 -0.654 0.762
H -4.674667 5.222733 -1.330233 1.728 -0.024 0.950
O 2.012333 -1.812267 -0.023233 -1.711 1.584 -1.590
C 0.995333 -1.090267 0.136767 0.369 -2.086 -1.448
C -0.316667 -1.656267 0.623767 -4.015 5.902 -0.646
C -1.471667 -0.604267 0.699767 7.812 -5.149 -1.800
C -1.408667 0.700733 0.077767 2.209 0.415 0.001
O -2.410667 1.333733 -0.098233 1.627 1.791 -3.887
C -0.053667 1.202733 -0.247233 5.429 -2.748 -0.635
C 1.109333 0.257733 -0.285233 -2.128 6.858 -0.501
H -0.281667 -2.725267 0.987767 -0.723 1.730 -1.396
H -2.421667 -0.774267 0.950767 -3.296 -1.720 1.279
H 0.297333 2.279733 -0.338233 -1.785 -1.352 -1.146
H 2.192333 0.775733 -0.533233 -2.948 -1.805 0.657
C -1.959667 -5.206267 -0.410233 -5.646 5.449 -5.740
C -1.641667 -5.173267 -1.949233 -0.249 0.594 1.351
C -0.357667 -4.429267 -2.175233 0.466 1.664 1.376
O -1.491667 -6.540267 -2.336233 0.478 0.340 -0.320
H -2.308667 -4.308267 0.164767 0.013 0.574 -1.462
H -1.201667 -5.305267 0.092767 8.299 -2.598 4.975
H -2.758667 -5.757267 -0.217233 -2.976 -3.478 0.861
H -2.361667 -4.669267 -2.635233 -0.118 -0.413 0.852
H -0.493667 -3.320267 -2.322233 -0.267 -0.723 1.256
H -0.045667 -4.559267 -3.134233 1.128 -1.325 -2.978
H 0.509333 -4.658267 -1.510233 -0.884 0.168 -0.189
H -2.356667 -6.947267 -2.298233 -0.199 -0.150 0.039
```
Forces are in eV/Å.

## Properties
**HOMO-LUMO gap**: 6.7 eV
**Relative energy (zero: lowest compared OMol25 entry of this formula, charge and spin)**: 5.4986 eV
**Electronic energy**: -98683.967 eV
**E_HOMO**: -9.4221 eV
**SMILES string**: O=C1C=CC(=O)C=C1.O=C1C=CC(=O)C=C1.O=C1C=CC(=O)C=C1.O=C1C=CC(=O)C=C1.O=C1C=CC(=O)C=C1.O=C1C=CC(=O)C=C1.O=C1C=CC(=O)C=C1.O=C1C=CC(=O)C=C1.O=C1C=CC(=O)C=C1.CC(C)O
**M**: 1033.0 Da

Here are the Mulliken charges for atoms 1 to 6, given in e: -0.54 0.10 -0.65 0.33 0.76 0.13

=====

Record 2
Density functional theory data (wB97M-V/def2-TZVPD) for a structure of composition C57H48Cl2N5O2P2Sr.

XYZ file:
```
117
Properties=species:S:1:pos:R:3:forces:R:3
Sr 0.196866 -1.099382 0.014751 -1.551 0.910 -0.668
C 2.644734 0.869213 -3.950514 -0.060 -0.030 -0.128
C 2.449073 -0.116762 -5.050424 -0.037 -0.044 -0.099
C 2.349496 -1.589839 -4.566737 -0.056 0.007 -0.023
C 2.184416 -1.770268 -3.079776 0.134 -0.592 -0.052
N 1.998929 -0.786666 -2.249653 0.066 0.589 0.102
C 2.342710 0.522638 -2.704898 -0.201 -0.287 0.209
N 2.482126 -3.069723 -2.680311 -0.158 0.513 -0.236
C 2.523230 -3.331350 -1.412752 0.099 0.131 0.345
N 1.719105 -2.790850 -0.462879 0.953 -0.754 -0.048
C 2.535822 -2.515586 0.598345 0.236 -0.216 0.188
N 2.142327 -1.616372 1.459040 0.914 -0.038 -0.018
C 3.069088 -0.884246 2.238646 -0.491 -0.332 0.115
C 4.188847 -0.285504 1.664256 0.127 0.049 -0.058
C 4.987516 0.509231 2.466351 0.023 0.017 -0.021
C 4.643053 0.694144 3.798751 -0.040 -0.021 -0.018
C 3.495023 0.072848 4.261260 -0.012 -0.074 -0.017
N 2.714189 -0.698517 3.503318 0.080 0.064 0.177
C 3.801353 -3.311573 0.482795 -0.239 0.150 0.115
C 4.864538 -3.534707 1.335223 0.082 -0.085 0.037
C 5.858837 -4.407610 0.898567 0.001 -0.010 -0.035
C 5.794646 -5.003888 -0.358450 -0.046 0.027 0.002
C 4.729268 -4.752993 -1.221004 0.087 -0.045 0.025
C 3.730657 -3.925583 -0.760195 -0.160 0.044 -0.311
H 2.956121 1.883503 -4.168765 -0.017 -0.025 0.002
H 3.177350 0.002456 -5.850886 0.050 0.010 0.019
H 3.152340 -2.251388 -4.882093 0.004 0.005 -0.039
H 2.388922 1.262801 -1.911965 0.015 -0.054 0.062
H 4.413192 -0.432445 0.614393 -0.011 -0.018 0.030
H 5.866682 0.987987 2.052812 -0.014 -0.014 0.005
H 5.237599 1.309386 4.460057 -0.004 -0.010 -0.029
H 3.179688 0.195681 5.292276 -0.008 -0.005 -0.022
H 4.930346 -3.060669 2.305778 0.005 0.003 -0.017
H 6.701322 -4.622283 1.542425 -0.007 0.008 0.006
H 6.587773 -5.670331 -0.671906 -0.004 0.009 0.023
H 4.681543 -5.195821 -2.207035 -0.004 0.012 0.019
Cl -1.473927 -3.518608 -1.187375 -0.069 -0.085 0.081
C -3.114729 -3.310794 -0.536476 0.017 0.071 -0.022
Cl -3.209940 -1.902333 0.535049 0.101 -0.116 -0.003
H -3.367976 -4.199352 0.027283 -0.002 -0.011 0.029
H -3.791464 -3.150054 -1.367104 -0.018 0.022 -0.014
O -3.041251 1.243322 -0.235464 0.147 -0.029 -0.076
C -3.497090 1.985233 0.829127 0.053 -0.183 -0.228
C -4.575018 2.851422 0.713455 -0.036 -0.012 0.096
C -4.985613 3.575961 1.820793 -0.009 -0.007 -0.032
C -4.320096 3.441294 3.031512 0.001 -0.009 -0.050
C -3.206722 2.621229 3.107708 0.033 0.012 0.039
C -2.751505 1.892908 2.005213 0.062 0.132 0.156
P -1.124218 1.021137 2.038239 -0.169 0.287 -0.022
C 0.038753 2.419211 1.748593 0.043 -0.011 -0.010
C -0.177430 3.714634 2.218789 -0.021 0.040 0.007
C 0.743479 4.722205 1.974096 0.041 -0.027 -0.022
C 1.905771 4.455218 1.258278 -0.016 0.011 0.010
C 2.138095 3.176036 0.778844 -0.078 0.017 0.048
C 1.204202 2.177297 1.021669 0.015 -0.023 -0.082
C -0.948110 0.695195 3.824475 -0.001 -0.033 0.001
C -1.894969 -0.139169 4.420469 -0.038 -0.038 0.016
C -1.808662 -0.459079 5.764704 0.038 0.043 0.006
C -0.761025 0.043353 6.529689 -0.004 -0.004 -0.022
C 0.190862 0.861216 5.941342 -0.034 -0.013 -0.033
C 0.099921 1.186626 4.592384 0.053 0.024 0.021
C -3.842315 0.686722 -1.213132 0.041 0.182 0.283
C -5.179623 0.372656 -1.042008 -0.024 0.012 -0.123
C -5.862158 -0.229682 -2.092099 -0.020 0.016 0.034
C -5.218487 -0.517289 -3.287365 0.056 0.015 0.046
C -3.867590 -0.222929 -3.422204 -0.030 -0.056 -0.039
C -3.156643 0.364102 -2.380180 -0.044 -0.008 -0.143
P -1.361561 0.705044 -2.407030 -0.136 0.008 0.049
C -0.788299 -0.106835 -3.918838 -0.129 -0.352 0.087
C -0.965462 -1.585519 -3.991797 0.076 0.215 0.024
C -0.153008 -2.355590 -4.708807 0.084 0.135 -0.008
C 1.029210 -1.755257 -5.402304 0.049 -0.048 0.005
C 0.990282 -0.221671 -5.643623 0.027 0.029 0.091
C 0.034447 0.511506 -4.761662 0.075 0.089 -0.065
C -1.368652 2.498699 -2.754002 -0.018 -0.020 -0.045
C -1.953455 3.017611 -3.910838 -0.055 0.001 -0.025
C -2.010055 4.386326 -4.114926 0.029 0.013 0.056
C -1.490580 5.255443 -3.158888 -0.011 -0.034 -0.046
C -0.916278 4.749394 -2.004357 -0.004 -0.055 0.000
C -0.855037 3.374009 -1.805321 0.061 0.029 0.030
H -5.078483 2.965355 -0.235476 -0.028 -0.052 -0.037
H -5.828956 4.248676 1.730666 0.014 -0.011 0.015
H -4.647532 3.992363 3.902683 0.000 -0.009 -0.006
H -2.666678 2.552819 4.044390 -0.005 -0.020 -0.010
H -1.076350 3.946034 2.776346 0.021 -0.012 -0.020
H 0.555346 5.721351 2.345706 -0.003 -0.008 -0.003
H 2.622521 5.244313 1.069839 -0.016 -0.006 0.010
H 3.032879 2.953675 0.211421 -0.006 -0.002 0.004
H 1.412992 1.204805 0.586812 0.028 -0.087 0.167
H -2.719378 -0.530303 3.831580 0.021 0.015 -0.005
H -2.558010 -1.096128 6.217418 0.012 0.005 -0.001
H -0.690921 -0.202853 7.581213 -0.001 0.003 -0.007
H 1.005978 1.256141 6.534733 -0.008 0.002 -0.006
H 0.851692 1.825859 4.144551 -0.027 -0.017 0.014
H -5.684283 0.575326 -0.109434 -0.002 0.051 0.049
H -6.910193 -0.470787 -1.967748 0.011 -0.004 -0.007
H -5.760538 -0.971354 -4.106084 0.002 0.012 0.005
H -3.355316 -0.456962 -4.347987 -0.028 0.023 0.001
H -1.801235 -2.028010 -3.468021 -0.035 0.028 0.011
H -0.318360 -3.425040 -4.771059 0.022 0.013 -0.004
H 1.260223 -2.294417 -6.319330 -0.037 -0.029 -0.009
H 0.901692 0.104795 -6.680397 0.029 -0.035 -0.030
H 0.142057 1.589883 -4.718742 0.027 -0.024 -0.019
H -2.372778 2.347240 -4.653431 0.016 0.003 0.029
H -2.464174 4.778797 -5.015920 0.009 -0.006 0.013
H -1.538015 6.325286 -3.318176 -0.005 -0.017 0.000
H -0.513735 5.417149 -1.253197 -0.005 0.000 -0.005
H -0.409013 2.987452 -0.898151 0.017 -0.020 0.010
C -0.882814 -4.738623 3.214570 -0.010 -0.119 0.090
C -1.146024 -3.255418 3.105801 0.034 0.061 -0.236
O -0.416702 -2.684812 2.003343 0.053 0.037 0.190
H -1.480117 -5.168467 4.021569 0.019 -0.007 -0.034
H 0.167808 -4.938382 3.436077 -0.013 0.031 -0.001
H -1.133314 -5.249202 2.283316 -0.023 0.026 0.016
H -0.877228 -2.726622 4.021146 0.028 -0.016 0.036
H -2.196440 -3.052949 2.905354 -0.031 -0.019 -0.016
H 0.518560 -2.663315 2.259849 0.024 0.090 0.051
```
Forces are in eV/Å.

## Properties
**Total charge**: +1
**HOMO-LUMO gap**: 7.5 eV
**Relative energy (zero: lowest compared OMol25 entry of this formula, charge and spin)**: 2.0690 eV
**Electronic energy**: -115888.596 eV
**E_HOMO**: -10.0436 eV
**M**: 1055.5 Da

Here are the Mulliken charges for atoms 1 to 6, given in e: 1.66 -1.52 0.06 -0.72 0.30 0.82